Entry 1:
{"formula": "C4H10N2Si", "method": "ωB97M-V/def2-TZVPD", "species": ["H", "N", "N", "Si", "H", "H", "H", "C", "C", "C", "C", "H", "H", "H", "H", "H", "H"], "coordinates": [[2.2114, 0.7092, 1.4130], [1.6499, -0.1280, 1.1286], [1.1800, -0.1036, 0.0015], [1.4713, 0.9217, -1.3714], [2.2786, 2.1202, -1.1131], [0.1549, 1.2776, -1.8680], [2.2105, -0.0177, -2.2125], [-1.0472, 0.3488, 2.5082], [-1.3223, -0.2722, 1.2337], [-1.2512, -0.8197, 0.1651], [-1.5130, -1.4044, -1.1337], [-1.3484, 1.3965, 2.5010], [-1.5744, -0.1695, 3.3078], [0.0300, 0.2827, 2.6910], [-2.5250, -1.8090, -1.1636], [-1.4163, -0.6449, -1.9089], [-0.8009, -2.2013, -1.3340]], "forces_ev_per_angstrom": [[0.0, 0.2, -0.5], [0.2, -0.3, 0.9], [0.7, -0.5, 0.0], [0.2, 0.2, -0.1], [0.2, 0.3, 0.1], [-0.3, 0.1, -0.3], [0.1, 0.0, -0.4], [-0.1, 0.1, 0.2], [0.2, -0.3, -0.4], [-1.3, 0.4, 0.5], [0.2, -0.1, -0.1], [0.0, 0.0, 0.1], [0.0, 0.1, 0.1], [-0.1, 0.1, 0.2], [0.0, 0.0, -0.1], [0.0, -0.1, -0.1], [0.0, -0.1, -0.2]], "nbo_charge": [0.258, -0.271, -0.490, 1.017, -0.201, -0.166, -0.160, -0.680, -0.027, 0.016, -0.684, 0.225, 0.234, 0.238, 0.236, 0.225, 0.233]}

Entry 2:
{"formula": "H4O6STl", "method": "ωB97M-V/def2-TZVPD", "total_charge": 1, "species": ["Tl", "S", "O", "O", "O", "O", "O", "H", "H", "O", "H", "H"], "coordinates": [[0.6111, 2.1796, -0.3861], [-0.6988, -1.4490, -2.1223], [-0.1335, -0.1228, -1.9457], [-0.1647, -2.3965, -1.1668], [-2.1634, -1.5061, -2.0465], [-0.4845, -1.9018, -3.5060], [1.1586, -0.2641, 0.9462], [0.9159, -1.0471, 0.4294], [1.5210, -0.6155, 1.7692], [-0.1637, 2.2399, 2.3075], [0.0883, 1.7805, 3.1184], [-0.4864, 3.1028, 2.6026]], "forces_ev_per_angstrom": [[0.0, -0.3, 0.3], [1.3, 1.0, 0.5], [-0.4, -0.3, -0.1], [-0.1, -0.2, 0.3], [-0.2, -0.3, -0.5], [-0.7, -0.1, -0.3], [-0.1, -0.1, -0.2], [0.1, 0.1, 0.1], [0.0, 0.1, -0.1], [0.0, 0.3, -0.1], [0.0, 0.0, -0.1], [0.0, -0.1, 0.0]], "nbo_charge": [0.970, 2.479, -0.861, -0.681, -0.468, -0.462, -0.989, 0.499, 0.500, -0.984, 0.502, 0.495]}

Entry 3:
{"formula": "C18H36N2O2Rb", "method": "ωB97M-V/def2-TZVPD", "total_charge": -1, "species": ["Rb", "C", "C", "C", "C", "C", "C", "N", "O", "C", "C", "C", "H", "H", "H", "H", "H", "H", "H", "H", "H", "H", "H", "H", "H", "H", "H", "H", "H", "H", "C", "C", "C", "C", "C", "C", "N", "O", "C", "C", "C", "H", "H", "H", "H", "H", "H", "H", "H", "H", "H", "H", "H", "H", "H", "H", "H", "H", "H"], "coordinates": [[2.0808, -24.1782, -1.7552], [3.8957, -21.6523, 1.3936], [2.5758, -21.6860, 2.2816], [2.4701, -20.3833, 3.0672], [1.9979, -19.1527, 2.3098], [0.7998, -19.3963, 1.4477], [0.8816, -20.6568, 0.5439], [1.3866, -21.7848, 1.3409], [1.1439, -23.0785, 0.7773], [1.8025, -20.2485, -0.7286], [-0.5585, -20.7428, 0.1594], [2.5833, -22.7435, 3.3946], [4.0752, -20.5878, 1.2427], [3.8058, -22.2064, 0.4592], [4.6575, -22.0708, 2.0513], [3.3949, -20.1274, 3.5842], [1.7295, -20.5558, 3.8482], [2.8986, -18.8445, 1.7788], [1.9182, -18.3409, 3.0327], [0.7556, -18.5138, 0.8094], [-0.0011, -19.4806, 2.1823], [1.4681, -19.4300, -1.3660], [2.0043, -21.0842, -1.3987], [2.8099, -19.9150, -0.4796], [-1.3141, -20.8111, 0.9420], [-0.6920, -21.6553, -0.4217], [-0.8323, -19.8701, -0.4335], [1.6927, -22.8524, 4.0136], [3.3370, -22.5547, 4.1591], [2.9164, -23.7114, 3.0201], [0.8394, -21.8328, -6.6641], [1.9197, -22.9612, -6.8730], [3.0204, -22.4513, -7.9261], [4.0358, -21.4363, -7.3431], [4.6873, -22.1264, -6.1852], [3.7981, -22.6860, -5.0634], [2.6024, -23.4902, -5.6188], [1.7973, -24.3166, -4.7555], [3.3235, -21.4398, -4.2744], [4.8636, -23.6439, -4.2865], [1.2644, -24.1370, -7.5468], [0.1726, -21.9929, -5.8169], [0.3261, -21.6484, -7.6078], [1.2190, -20.8499, -6.3847], [2.4736, -21.7642, -8.5719], [3.4558, -23.2205, -8.5640], [3.6082, -20.5267, -6.9213], [4.8430, -21.0947, -7.9910], [5.3726, -21.4233, -5.7116], [5.2575, -22.9137, -6.6782], [3.9853, -20.6139, -4.0138], [2.7276, -21.6698, -3.3911], [2.5765, -20.9118, -4.8669], [4.9909, -24.5356, -4.9003], [4.6224, -23.8465, -3.2430], [5.7918, -23.0864, -4.1606], [0.3518, -24.5884, -7.1576], [2.0100, -24.9304, -7.4963], [1.1732, -24.0608, -8.6303]], "forces_ev_per_angstrom": [[-0.3, 0.2, -0.2], [-0.9, -0.1, 1.9], [-0.8, 0.7, -2.0], [-1.1, 0.5, 0.4], [2.3, -0.4, 0.3], [1.5, 0.4, 0.5], [1.9, 1.5, 1.3], [-1.2, -0.4, 1.2], [1.0, 0.9, -0.3], [0.0, -0.5, 0.3], [-0.9, -1.6, -1.5], [0.7, -1.1, -0.4], [0.4, -0.2, -0.4], [-0.1, 0.0, 0.2], [0.6, 0.0, -0.4], [0.3, -0.3, 0.0], [-0.1, -0.2, 0.2], [-0.1, 0.2, -0.9], [-0.6, 0.1, 0.1], [-0.8, 0.1, -0.1], [-0.6, 0.0, -0.5], [-0.8, 0.0, 0.1], [-0.4, -0.3, 0.1], [0.0, -0.1, 0.7], [0.5, 0.0, 0.5], [-0.2, 0.0, -0.4], [0.1, 0.0, -0.2], [-0.5, 0.1, -0.7], [0.5, 0.7, -0.1], [-0.5, -0.2, -0.2], [0.7, 0.3, 0.3], [1.0, 0.5, 1.1], [-1.2, 2.3, 0.6], [-0.3, -0.8, 1.2], [0.6, -0.3, -0.2], [-0.5, -0.9, 0.0], [1.6, 0.2, -1.0], [0.8, 1.6, 0.0], [-1.2, 0.1, 0.3], [-1.6, 1.5, -0.2], [0.5, -1.8, -0.6], [-0.3, -0.8, -0.3], [-0.4, -0.3, 0.1], [0.7, 0.1, -0.2], [-0.6, -0.5, -0.7], [0.2, -0.2, 0.5], [-0.8, 0.1, -0.5], [-0.2, -0.2, -0.6], [0.4, -0.2, 0.1], [0.3, -0.4, 0.5], [0.8, -0.5, 0.2], [0.2, -0.3, 0.2], [0.0, -0.2, -0.4], [0.0, 0.0, 0.3], [-0.5, -0.5, -0.1], [0.2, 0.0, -0.5], [0.0, 0.6, 0.4], [0.1, -0.3, 0.4], [-0.4, 0.8, -0.2]], "nbo_charge": [0.972, -0.634, 0.136, -0.397, -0.391, -0.404, 0.129, -0.230, -0.895, -0.653, -0.604, -0.600, 0.194, 0.207, 0.189, 0.190, 0.190, 0.176, 0.192, 0.196, 0.200, 0.197, 0.194, 0.200, 0.206, 0.224, 0.190, 0.215, 0.184, 0.211, -0.649, 0.128, -0.409, -0.399, -0.396, 0.136, -0.242, -0.873, -0.658, -0.596, -0.616, 0.229, 0.191, 0.187, 0.193, 0.205, 0.190, 0.195, 0.187, 0.189, 0.197, 0.195, 0.214, 0.226, 0.171, 0.191, 0.223, 0.223, 0.181]}

Entry 4:
{"formula": "C31H29BaF5N4O7PSe2", "method": "ωB97M-V/def2-TZVPD", "total_charge": -1, "species": ["Ba", "C", "N", "C", "C", "O", "C", "O", "C", "C", "O", "N", "C", "C", "H", "H", "H", "H", "H", "H", "H", "H", "H", "H", "H", "H", "H", "H", "H", "H", "Se", "P", "Se", "C", "C", "C", "C", "C", "C", "C", "C", "C", "C", "C", "C", "H", "H", "H", "H", "H", "H", "H", "H", "H", "H", "O", "C", "O", "C", "C", "N", "N", "C", "C", "O", "O", "H", "H", "H", "F", "C", "C", "C", "F", "C", "F", "C", "F", "C", "F"], "coordinates": [[0.2550, -1.3527, -0.4472], [-1.8900, 2.2648, 4.3785], [-0.7503, 2.5949, 3.4372], [-1.0749, 3.7202, 2.5654], [0.0670, 1.5865, 3.0648], [0.2770, 0.5564, 3.7451], [0.7407, 1.7951, 1.7423], [1.3682, 0.6707, 1.2450], [2.6574, 0.6335, 1.8207], [3.2344, -0.7612, 1.4087], [2.4296, -1.7230, 1.2613], [4.5727, -0.9041, 1.3012], [5.0979, -2.2365, 1.0657], [5.5937, 0.1641, 1.4906], [-2.8373, 2.0134, 3.8047], [-2.1179, 3.0878, 5.0714], [-1.5546, 1.4823, 5.0274], [-1.6735, 3.3650, 1.7099], [-0.1711, 4.2276, 2.1465], [-1.5633, 4.4328, 3.2069], [1.4829, 2.6358, 1.7014], [-0.0921, 2.0561, 1.0916], [2.5739, 0.7389, 2.9553], [3.3048, 1.4576, 1.4908], [5.8699, -2.2056, 0.2835], [4.2884, -2.8039, 0.6562], [5.4117, -2.7390, 2.0305], [5.1343, 1.0181, 1.8900], [6.0760, 0.2411, 0.5499], [6.3909, -0.1575, 2.1915], [-2.5864, 0.6174, 0.5897], [-2.3211, 1.8266, -1.1641], [-1.2327, 3.6605, -1.0195], [-3.8968, 2.1269, -2.1009], [-3.9742, 3.0424, -3.1588], [-5.1621, 3.3343, -3.8503], [-6.3463, 2.8201, -3.2739], [-6.3129, 1.9520, -2.2230], [-5.1082, 1.5604, -1.6327], [-1.4370, 0.7675, -2.4151], [-1.9419, -0.4689, -2.7746], [-1.1794, -1.2280, -3.6791], [0.0349, -0.7509, -4.1835], [0.4643, 0.5480, -3.7936], [-0.2759, 1.3132, -2.9341], [-3.1078, 3.6008, -3.5814], [-5.0592, 4.0864, -4.5951], [-7.2874, 3.1848, -3.6247], [-7.2327, 1.6582, -1.8445], [-5.1036, 0.7574, -0.8436], [-2.8063, -0.9075, -2.1747], [-1.5346, -2.1923, -3.9360], [0.6542, -1.3193, -4.8765], [1.4481, 0.9139, -4.1794], [-0.0251, 2.3901, -2.6703], [-3.6615, -5.7175, 2.2743], [-3.6594, -4.7730, 3.1994], [-4.3889, -4.7281, 4.1312], [-2.7302, -3.6396, 2.8599], [-2.4848, -2.5239, 3.6821], [-1.6243, -1.7595, 3.0433], [-1.2518, -2.2062, 1.8702], [-1.9054, -3.3772, 1.7599], [-1.7180, -4.1510, 0.4747], [-2.0475, -5.3373, 0.4324], [-1.1612, -3.5077, -0.4466], [-2.8734, -5.6052, 1.5290], [-2.9096, -2.2712, 4.6426], [-1.0818, -1.0877, 3.5259], [3.8480, -3.3142, -3.3877], [4.0660, -2.0999, -2.7812], [3.0620, -1.3171, -2.2813], [3.4636, -0.0022, -1.9735], [2.5362, 0.9079, -1.5990], [4.8271, 0.4279, -2.0295], [5.2162, 1.6604, -1.6772], [5.7878, -0.4571, -2.4540], [7.0787, -0.1425, -2.5315], [5.3873, -1.7061, -2.8877], [6.4536, -2.4253, -3.3229]], "forces_ev_per_angstrom": [[0.2, 0.0, -0.1], [0.2, 0.5, -0.8], [-1.6, -0.4, 1.1], [1.0, -0.2, -0.7], [0.6, -1.0, 1.5], [-0.7, 1.1, -0.9], [-0.3, 1.6, -0.7], [0.8, -0.2, 0.3], [0.5, -1.4, 0.6], [-0.8, -0.6, 0.7], [1.3, 1.7, -0.1], [0.1, 0.3, 0.7], [0.1, -0.3, 0.4], [-0.2, -2.5, 0.5], [1.3, 0.1, 0.5], [0.2, 0.2, -0.6], [0.0, -0.8, 0.0], [-0.1, 0.5, 0.4], [-0.6, -0.5, 0.4], [-0.5, 0.4, -0.1], [-0.9, -0.3, 0.3], [0.2, 0.1, -0.5], [0.2, -0.6, -1.3], [-0.4, -0.1, -0.4], [0.1, 0.0, 0.5], [-0.4, -0.5, -0.2], [0.0, 0.7, -1.1], [-0.3, 1.3, 0.1], [0.4, 0.9, -1.0], [-0.7, -0.1, -0.1], [0.0, -0.1, 0.0], [-0.1, 0.0, -1.2], [-0.3, 0.3, 0.2], [-1.1, 0.0, 0.9], [0.5, 0.4, -1.4], [0.3, -1.0, 2.7], [0.9, 1.3, -1.5], [1.6, 0.1, 0.1], [0.6, -0.6, -0.1], [-0.8, 1.1, 1.1], [0.1, -0.9, 0.8], [0.1, 0.6, 0.3], [-0.2, 1.2, 0.5], [1.4, -1.1, -1.3], [0.1, 1.1, -0.1], [-0.3, -0.8, 0.9], [-0.6, 0.3, -0.7], [-0.6, 0.0, -0.3], [-1.5, -0.9, 0.8], [0.1, 1.2, -0.7], [1.0, 0.6, -1.2], [-0.2, -0.9, -0.3], [-0.3, 0.0, 0.3], [-1.0, -0.3, 0.3], [-0.1, -1.7, -0.3], [0.6, -0.3, 0.1], [1.3, 0.4, -3.0], [-1.1, -0.1, 1.9], [0.4, 1.1, 1.3], [-1.2, -1.8, -0.1], [0.0, 0.7, 1.0], [0.1, -1.5, -0.5], [0.0, 0.1, -1.2], [0.8, 1.2, 0.2], [-0.5, -1.0, 0.1], [0.2, 0.2, -0.4], [-1.0, -0.1, 0.6], [0.2, 0.0, -0.1], [0.7, 1.4, 0.0], [-0.4, -0.1, 0.5], [0.8, -0.3, -0.9], [-0.3, 1.5, 0.4], [1.9, -1.9, -0.6], [-0.2, 0.4, 0.5], [-1.7, -0.3, 0.2], [0.0, 0.6, 0.2], [-1.0, -0.3, -0.1], [0.4, 0.5, 0.1], [1.1, 0.5, 0.5], [-0.7, -0.8, -0.3]], "mulliken_charge": [1.582, -1.015, 0.086, -0.700, 0.764, -0.818, 0.210, 0.194, -1.099, 0.646, -0.906, 0.271, -1.113, -0.936, 0.270, 0.349, 0.371, 0.116, 0.245, 0.332, 0.244, -0.640, 0.437, 0.540, 0.367, 0.314, 0.268, 0.337, 0.260, 0.352, -0.215, 0.237, -0.523, 0.636, -0.240, -0.789, -0.328, -0.687, -0.210, 0.461, -0.341, -0.576, -0.538, -0.409, -0.103, 0.249, 0.384, 0.356, 0.463, 0.209, 0.217, 0.408, 0.411, 0.279, 0.055, -0.599, 0.470, -0.614, -0.029, -0.594, 0.226, 0.062, -0.044, 0.459, -0.749, -0.639, 0.438, 0.525, 0.115, -0.379, -0.044, -0.189, 0.464, -0.253, -0.481, -0.454, 0.973, -0.387, 0.342, -0.354]}

Calculated gap between HOMO and LUMO, 8.7; 5.7; 4.7; 7.6 eV (same order as the records).
Calculated HOMO energy, -8.1; -15.9; -2.5; -5.6 eV (same order as the records).
Calculated energy relative to the best compared isomer or geometry (same formula, charge and spin), 406.0; 0.0; 340.8; 39.5 kJ/mol (same order as the records).